Record 1
The ion C7H13N2 with charge +1 at a distorted geometry. Source: the OMol25 dataset; level of theory: ωB97M-V/def2-TZVPD.

Calculated values
Charge: +1
Relative energy (zero: lowest compared OMol25 entry of this formula, charge and spin), kcal per mole: 47.0
E_HOMO, eV: -15.52
Structure (SMILES): CC(C)C1=[NH+][C@@H](C)N=C1
LUMO, eV: -5.34
Strongest force on any atom, eV/A: 5.5

Last columns: bonded neighbours and bond lengths (Å).
Cartesian coordinates (Å):
1 C 0.0822 -1.4964 -2.3421  C2 1.564, H10 1.109, H11 1.113, H12 1.085
2 C 0.2450 -0.1440 -1.5738  C1 1.564, C3 1.510, C4 1.453, H13 1.085
3 C -0.7908 0.8861 -1.9545  C2 1.510, H14 1.058, H15 1.095, H16 1.084
4 C -0.0212 -0.2660 -0.1507  C2 1.453, N5 1.369, C9 1.458
5 N 0.9855 -0.1364 0.7687  C4 1.369, C6 1.457, H17 1.066
6 C 0.3945 -0.0911 2.0997  N5 1.457, C7 1.489, N8 1.493, H18 1.129
7 C 0.6265 1.1575 2.8773  C6 1.489, H19 1.132, H20 1.054, H21 1.034
8 N -1.0623 -0.3549 1.9080  C6 1.493, C9 1.277
9 C -1.1984 -0.5637 0.6555  C4 1.458, N8 1.277, H22 1.122
10 H -0.9434 -1.9168 -2.3790  C1 1.109
11 H 0.6505 -2.2494 -1.7518  C1 1.113
12 H 0.3578 -1.4685 -3.3908  C1 1.085
13 H 1.2313 0.3075 -1.5563  C2 1.085
14 H -0.5386 1.4064 -2.8411  C3 1.058
15 H -0.9261 1.6563 -1.1880  C3 1.095
16 H -1.7220 0.3648 -2.1443  C3 1.084
17 H 2.0355 0.0283 0.6889  N5 1.066
18 H 0.7475 -0.9211 2.7795  C6 1.129
19 H 0.0395 1.2323 3.8421  C7 1.132
20 H 0.3361 2.0326 2.3674  C7 1.054
21 H 1.5705 1.3838 3.2349  C7 1.034
22 H -2.0996 -0.8473 0.0508  C9 1.122

---

Record 2
A cluster of 2 separate species, C8H13BO4 in total at a distorted geometry. Source: the OMol25 dataset; level of theory: ωB97M-V/def2-TZVPD.

Calculated values
Relative energy (zero: lowest compared OMol25 entry of this formula, charge and spin), kcal per mole: 38.3
E_HOMO, eV: -9.40
Structure (SMILES): O=C1CC=CCC1.O=CCB(O)O
LUMO, eV: 0.31
Strongest force on any atom, eV/A: 3.2

Last columns: bonded neighbours and bond lengths (Å).
Cartesian coordinates (Å):
1 O 0.5470 1.3151 -1.1177  C2 1.235
2 C 0.8169 0.2164 -0.6232  O1 1.235, C3 1.595, C7 1.491
3 C 0.1251 -1.0986 -1.2033  C2 1.595, C4 1.544, H8 1.090, H9 1.062
4 C 0.8123 -2.4362 -0.8518  C3 1.544, C5 1.368, H10 1.110
5 C 2.0758 -2.4970 -0.3303  C4 1.368, C6 1.542, H11 1.061
6 C 2.8257 -1.1523 -0.2521  C5 1.542, C7 1.590, H12 1.135, H13 1.142
7 C 1.8636 -0.0672 0.3994  C2 1.491, C6 1.590, H14 1.126, H15 1.084
8 H 0.4028 -0.9808 -2.2510  C3 1.090
9 H -0.9039 -0.9037 -1.0256  C3 1.062
10 H 0.3646 -3.4220 -1.0989  C4 1.110
11 H 2.4731 -3.4496 -0.0838  C5 1.061
12 H 3.7381 -1.0303 0.4114  C6 1.135
13 H 3.2060 -0.8087 -1.2725  C6 1.142
14 H 1.5886 -0.5784 1.3637  C7 1.126
15 H 2.3980 0.8748 0.4558  C7 1.084
16 O -2.3158 -0.3347 2.7298  C17 1.185
17 C -2.0557 0.7201 2.2553  O16 1.185, C18 1.454, H22 1.075
18 C -1.3388 0.9446 1.0108  C17 1.454, B19 1.599, H23 1.112, H24 1.116
19 B -2.2245 1.7595 -0.0412  C18 1.599, O20 1.329, O21 1.344
20 O -2.4630 3.0448 0.1958  B19 1.329, H25 0.929
21 O -2.4538 1.1587 -1.2213  B19 1.344, H26 0.967
22 H -2.3920 1.6267 2.7251  C17 1.075
23 H -0.5245 1.6202 1.3519  C18 1.112
24 H -0.9119 0.0170 0.5616  C18 1.116
25 H -3.0418 3.6913 -0.1350  O20 0.929
26 H -2.6116 1.7705 -1.9529  O21 0.967

---

no.,electronic energy (Ha),gap between HOMO and LUMO (eV)
1,-383.742314,10.185
2,-638.470280,9.712